A 12-piece molecular cluster, C56H116F18N6O21S6 overall in a non-equilibrium geometry, computed with ωB97M-V/def2-TZVPD.

Properties
E_LUMO (spin up / spin down)   -0.092 / -0.232 hartree
HOMO-LUMO gap (spin up / spin down)   7.12 / 3.31 eV
HOMO level (spin up / spin down)   -9.6229 / -9.6229 eV
Molecular weight   1743.9 g mol⁻¹
Expectation value of S²   0.763
DFT total energy   -225799.7675 eV

Geometry as ORCA input:
```
! wB97M-V def2-TZVPD RIJCOSX def2/J DEFGRID3
* xyz 1 2
C -5.438 1.776 1.512
C -5.309 2.663 2.785
C -3.907 2.927 3.286
C -3.854 3.605 4.631
N -2.383 4.121 5.070
C -2.001 5.441 4.313
C -2.657 6.577 5.031
C -2.350 6.230 6.509
C -2.381 4.629 6.574
C -1.319 2.969 4.985
H -6.450 1.773 1.107
H -5.194 0.731 1.702
H -4.896 2.108 0.626
H -5.780 2.161 3.630
H -5.732 3.651 2.602
H -3.338 3.481 2.539
H -3.566 1.893 3.251
H -4.364 3.136 5.472
H -4.430 4.529 4.664
H -0.919 5.353 4.416
H -2.280 5.389 3.261
H -2.315 7.524 4.614
H -3.724 6.580 4.807
H -1.337 6.476 6.828
H -3.123 6.777 7.049
H -1.612 4.146 7.176
H -3.328 4.277 6.981
H -1.001 2.896 3.945
H -1.783 2.118 5.484
H -0.549 3.292 5.686
C 3.728 -1.076 1.216
C 2.641 -0.094 1.620
C 1.463 -0.127 0.578
C 0.083 0.420 1.010
N -0.887 0.716 -0.139
C -0.406 1.668 -1.294
C -1.648 2.230 -1.928
C -2.866 1.959 -1.091
C -2.203 1.506 0.259
C -1.314 -0.689 -0.650
H 4.546 -1.175 1.929
H 4.100 -1.051 0.191
H 3.247 -2.048 1.320
H 2.892 0.966 1.667
H 2.216 -0.284 2.606
H 1.292 -1.179 0.349
H 1.845 0.336 -0.332
H 0.316 1.334 1.557
H -0.295 -0.282 1.753
H 0.208 1.008 -1.908
H 0.249 2.419 -0.854
H -1.812 1.765 -2.900
H -1.478 3.285 -2.142
H -3.526 1.236 -1.571
H -3.442 2.878 -0.980
H -2.850 0.808 0.791
H -1.962 2.316 0.947
H -0.428 -1.221 -0.996
H -1.860 -0.485 -1.571
H -1.826 -1.320 0.076
C 0.870 -9.043 -6.131
C 1.216 -7.721 -5.660
C 1.658 -7.637 -4.184
C 1.859 -6.142 -3.816
N 2.506 -5.898 -2.452
C 1.489 -6.309 -1.319
C 0.615 -5.094 -1.095
C 1.669 -3.964 -1.146
C 2.765 -4.382 -2.221
C 3.808 -6.650 -2.377
H 1.587 -9.833 -5.909
H 0.968 -8.846 -7.199
H -0.180 -9.304 -6.002
H 0.564 -6.927 -6.024
H 2.030 -7.491 -6.348
H 2.562 -8.231 -4.054
H 0.792 -7.965 -3.609
H 0.896 -5.634 -3.861
H 2.548 -5.799 -4.588
H 2.094 -6.653 -0.480
H 0.903 -7.181 -1.609
H 0.034 -5.093 -0.173
H -0.074 -4.905 -1.918
H 2.129 -3.772 -0.177
H 1.271 -3.020 -1.519
H 3.807 -4.182 -1.972
H 2.569 -3.923 -3.190
H 4.390 -6.267 -3.215
H 3.781 -7.730 -2.521
H 4.223 -6.495 -1.381
C -6.291 -2.344 -1.318
C -5.239 -1.596 -2.023
C -5.550 -1.178 -3.347
C -4.546 -0.264 -4.085
N -5.006 0.122 -5.524
C -4.301 1.407 -6.025
C -5.254 1.979 -7.063
C -6.640 1.836 -6.570
C -6.462 0.715 -5.533
C -4.930 -1.046 -6.464
H -7.227 -1.809 -1.159
H -5.933 -2.615 -0.325
H -6.532 -3.257 -1.863
H -4.217 -1.966 -1.947
H -5.192 -0.698 -1.407
H -6.472 -0.606 -3.243
H -5.704 -2.032 -4.007
H -3.652 -0.840 -4.325
H -4.265 0.662 -3.584
H -3.364 1.016 -6.422
H -4.280 2.094 -5.179
H -5.094 1.571 -8.061
H -5.156 3.064 -7.110
H -7.461 1.558 -7.230
H -7.077 2.689 -6.051
H -7.181 -0.102 -5.463
H -6.447 1.205 -4.560
H -5.002 -0.731 -7.504
H -5.570 -1.890 -6.206
H -3.927 -1.472 -6.447
C 4.825 -4.288 10.768
O 3.973 -3.879 9.676
C 2.837 -3.237 10.144
C 2.232 -2.431 8.980
N 3.232 -1.413 8.292
H 2.561 -0.758 7.917
H 3.717 -0.819 8.950
C 4.133 -1.920 7.110
C 3.315 -2.573 5.940
O 2.365 -1.546 5.585
C 1.219 -2.038 4.909
H 5.678 -4.740 10.261
H 4.267 -5.111 11.214
H 5.076 -3.544 11.525
H 3.107 -2.502 10.902
H 2.063 -3.853 10.601
H 1.495 -1.813 9.493
H 1.679 -2.889 8.160
H 4.936 -2.527 7.529
H 4.688 -1.005 6.905
H 2.672 -3.408 6.217
H 3.917 -2.706 5.041
H 0.639 -1.178 4.573
H 0.475 -2.596 5.478
H 1.586 -2.588 4.044
C 6.437 3.488 -3.463
C 6.297 3.807 -1.988
N 5.019 3.579 -1.190
C 5.056 4.444 0.153
C 3.766 4.055 -2.041
C 3.727 5.595 -2.292
C 4.665 2.083 -0.912
C 5.612 1.459 0.056
O 6.823 1.040 -0.620
C 7.013 -0.260 -0.931
H 7.274 3.967 -3.971
H 5.598 3.888 -4.033
H 6.561 2.421 -3.646
H 6.520 4.873 -1.995
H 7.073 3.339 -1.381
H 4.133 4.259 0.702
H 5.270 5.508 0.052
H 5.930 4.127 0.722
H 2.898 3.984 -1.385
H 3.611 3.354 -2.862
H 4.440 6.156 -1.688
H 2.715 5.991 -2.213
H 4.063 5.688 -3.325
H 4.651 1.615 -1.897
H 3.655 2.147 -0.507
H 5.279 0.481 0.404
H 5.693 2.066 0.957
H 7.963 -0.400 -1.446
H 6.238 -0.681 -1.573
H 7.303 -0.812 -0.037
C -0.379 -2.615 -4.360
F -1.508 -3.321 -4.551
F -0.405 -2.629 -3.017
F 0.698 -3.225 -4.789
S -0.500 -0.814 -4.917
O 0.855 -0.537 -5.409
O -1.573 -0.817 -5.970
O -0.955 -0.102 -3.733
C -0.247 5.884 0.040
F -1.395 5.345 -0.451
F 0.542 6.246 -1.016
F -0.629 7.050 0.587
S 0.666 4.753 1.303
O -0.427 4.093 2.098
O 1.468 3.797 0.510
O 1.585 5.603 2.080
C -3.799 -3.628 3.773
F -4.626 -3.872 2.748
F -4.336 -3.992 4.988
F -2.746 -4.357 3.513
S -3.090 -1.778 3.746
O -3.469 -1.287 2.419
O -3.757 -1.197 4.965
O -1.629 -1.961 3.921
C -0.276 4.514 -5.410
F -0.192 4.734 -6.748
F -0.185 5.647 -4.698
F -1.407 3.883 -5.169
S 1.226 3.320 -4.883
O 0.875 3.063 -3.504
O 1.150 2.137 -5.778
O 2.576 3.889 -5.136
C -6.368 4.974 -1.391
F -5.048 4.764 -1.076
F -7.111 5.084 -0.277
F -6.433 6.103 -2.122
S -6.937 3.522 -2.593
O -8.157 3.950 -3.272
O -5.785 3.259 -3.495
O -7.177 2.338 -1.752
C 6.227 -4.255 0.067
F 6.203 -5.175 -0.888
F 7.538 -3.994 0.273
F 5.656 -3.086 -0.267
S 5.426 -4.807 1.752
O 6.085 -6.116 2.010
O 5.717 -3.727 2.676
O 3.999 -4.983 1.483
*
```

Löwdin atomic charge list, values in e, 99 entries: -0.06 -0.22 -0.21 -0.07 -0.18 -0.12 -0.16 -0.11 -0.06 0.05 0.07 0.07 0.05 0.12 0.11 0.11 0.11 0.13 0.12 0.13 0.12 0.13 0.11 0.11 0.11 0.11 0.11 0.07 0.11 0.09 -0.11 -0.22 -0.17 -0.10 -0.16 -0.09 -0.19 -0.12 -0.04 0.04 0.08 0.06 0.07 0.09 0.10 0.09 0.10 0.11 0.13 0.10 0.10 0.09 0.11 0.10 0.10 0.10 0.11 0.07 0.08 0.11 -0.13 -0.31 -0.16 -0.12 -0.22 -0.06 -0.12 -0.12 -0.03 0.01 0.09 0.08 0.09 0.12 0.11 0.11 0.11 0.12 0.14 0.14 0.12 0.13 0.10 0.09 0.08 0.11 0.11 0.12 0.10 0.10 -0.09 -0.32 -0.21 -0.06 -0.21 -0.06 -0.17 -0.15 -0.08